1.
Here is a gas-phase ion, C6H13N6 (charge +1) at a distorted geometry from the OMol25 dataset. Energies are from wB97M-V/def2-TZVPD.

XYZ file:
```
25
C6H13N6, DFT wB97M-V/def2-TZVPD
C -0.691 -0.375 -1.260
C 2.116 -1.222 0.194
C 1.083 1.172 0.115
C -0.319 0.622 0.046
C -0.497 -0.312 1.321
C -1.272 1.752 -0.039
N -0.566 -1.629 -1.430
N 3.103 -1.439 0.974
N 2.054 0.316 -0.058
N 1.126 -2.179 -0.014
N -1.453 0.304 -2.146
N 0.103 -2.689 -0.923
H 1.314 2.149 0.312
H -0.853 -1.297 1.106
H -1.144 0.287 1.863
H 0.428 -0.360 1.822
H -1.233 2.364 0.802
H -2.284 1.266 -0.230
H -1.089 2.445 -0.764
H 3.174 -2.390 1.221
H 3.100 0.683 -0.107
H 1.374 -2.988 0.576
H -1.362 1.323 -2.487
H -1.989 -0.285 -2.805
H 0.263 -3.214 -1.750
```

Results
Net charge: +1
Orbital gap (eV): 6.88
E_HOMO (eV): -11.80
Energy above the lowest of the compared OMol25 structures with the same formula, charge and spin (kJ/mol): 398.2

---

2.
Here is 2 unconnected molecules or ions with the total composition C6H11NO at a distorted geometry from the OMol25 dataset. Energies are from wB97M-V/def2-TZVPD.

XYZ file:
```
19
C6H11NO, DFT wB97M-V/def2-TZVPD
C 2.529 -0.658 0.807
C 2.925 0.190 -0.069
C -1.687 -1.093 1.032
C -0.704 1.021 -1.329
C -2.242 -0.760 -0.362
C -1.787 0.692 -0.672
N 3.048 0.695 1.324
O 3.170 0.618 -1.266
H 1.816 -1.465 1.202
H -0.721 -0.690 1.129
H -1.583 -2.166 1.331
H -2.197 -0.589 1.812
H -0.695 2.018 -1.706
H 0.072 0.397 -1.643
H -3.354 -0.929 -0.380
H -1.978 -1.552 -1.048
H -2.489 1.458 -0.481
H 2.263 1.424 1.552
H 3.613 1.388 -1.231
```

Results
Orbital gap (eV): 8.63
E_HOMO (eV): -7.93
Energy above the lowest of the compared OMol25 structures with the same formula, charge and spin (kJ/mol): 584.8

---

3.
Here is 5 unconnected molecules or ions with the total composition C32H32FN2O2 at a distorted geometry from the OMol25 dataset. Energies are from wB97M-V/def2-TZVPD.

XYZ file:
```
69
C32H32FN2O2, DFT wB97M-V/def2-TZVPD
C 3.626 -1.066 5.988
C 2.469 -1.833 5.300
C 1.181 -0.997 5.402
F 1.207 -0.102 4.357
C -0.085 -1.847 5.425
C -0.019 -2.628 6.676
N -0.101 -3.352 7.573
C -1.389 -1.020 5.496
C -1.643 -0.339 4.215
N -1.553 0.312 3.265
C -2.636 -1.886 5.826
O -3.382 -1.416 6.700
O -2.823 -2.918 5.202
H 3.365 -0.010 5.968
H 4.510 -1.149 5.360
H 3.825 -1.396 7.001
H 2.692 -1.873 4.236
H 2.331 -2.844 5.673
H 1.237 -0.409 6.320
H -0.153 -2.529 4.580
H -1.249 -0.278 6.275
C -1.966 -0.050 -2.235
C -0.662 0.261 -2.599
C 0.306 0.438 -1.620
C -0.027 0.295 -0.279
C -1.328 -0.019 0.087
C -2.299 -0.188 -0.892
H -2.723 -0.186 -2.998
H -0.400 0.366 -3.645
H 1.323 0.687 -1.903
H 0.728 0.429 0.485
H -1.580 -0.130 1.136
H -3.315 -0.428 -0.608
C 3.966 -0.061 -0.521
C 4.352 1.074 -1.217
C 5.371 1.001 -2.155
C 6.002 -0.211 -2.403
C 5.614 -1.348 -1.706
C 4.598 -1.273 -0.763
H 3.171 -0.001 0.211
H 3.856 2.018 -1.030
H 5.674 1.889 -2.695
H 6.793 -0.269 -3.139
H 6.103 -2.294 -1.900
H 4.296 -2.158 -0.218
C -8.260 -0.303 -2.798
C -6.957 0.008 -3.162
C -5.986 0.183 -2.186
C -6.316 0.039 -0.845
C -7.618 -0.276 -0.481
C -8.591 -0.443 -1.457
H -9.018 -0.437 -3.559
H -6.699 0.114 -4.208
H -4.971 0.432 -2.470
H -5.558 0.171 -0.083
H -7.873 -0.390 0.564
H -9.607 -0.684 -1.172
C 3.736 2.556 -5.236
C 2.989 1.893 -6.199
C 1.602 1.944 -6.159
C 0.963 2.665 -5.160
C 1.710 3.332 -4.199
C 3.096 3.274 -4.234
H 4.817 2.512 -5.266
H 3.487 1.335 -6.981
H 1.019 1.421 -6.906
H -0.118 2.708 -5.130
H 1.211 3.895 -3.421
H 3.679 3.789 -3.480
```

Results
Net charge: -1
Orbital gap (eV): 7.20
E_HOMO (eV): -5.02

---

4.
Here is a gas-phase ion, C4H5Cl2N2O2 (charge +1) at a distorted geometry from the OMol25 dataset. Energies are from wB97M-V/def2-TZVPD.

XYZ file:
```
15
C4H5Cl2N2O2, DFT wB97M-V/def2-TZVPD
C -0.320 0.292 -0.601
C -0.983 -0.549 0.349
C -0.028 -0.915 1.475
C 1.654 0.088 0.500
N 0.907 0.637 -0.580
N -1.159 0.960 -1.753
O -0.523 1.547 -2.572
O -2.290 0.809 -1.521
Cl 0.308 -2.650 1.596
Cl 2.615 1.143 1.368
H -1.910 0.141 0.575
H -1.281 -1.459 -0.091
H -0.207 -0.452 2.394
H 1.967 -0.921 0.091
H 1.249 1.328 -1.230
```

Results
Net charge: +1
Orbital gap (eV): 7.81
E_HOMO (eV): -13.96
Energy above the lowest of the compared OMol25 structures with the same formula, charge and spin (kJ/mol): 0.0

---

5.
Here is a molecular structure, C30H44InN6O6S2 at a distorted geometry from the OMol25 dataset. Energies are from wB97M-V/def2-TZVPD.

XYZ file:
```
89
C30H44InN6O6S2, DFT wB97M-V/def2-TZVPD
In 0.010 0.915 0.589
C -0.550 3.646 -1.525
C -1.454 4.064 -0.380
O -1.041 3.364 0.785
C -2.000 3.248 1.833
C -3.160 2.354 1.421
O -2.627 1.326 0.584
C -3.529 0.246 0.435
C -3.104 -0.641 -0.752
O -1.753 -0.404 -1.174
C -1.601 0.179 -2.427
C -1.685 1.706 -2.420
O -0.543 2.237 -1.768
H 0.479 3.880 -1.247
H -0.813 4.192 -2.434
H -2.502 3.863 -0.619
H -1.339 5.141 -0.228
H -2.362 4.224 2.162
H -1.458 2.769 2.644
H -3.935 2.901 0.875
H -3.609 1.928 2.323
H -4.537 0.626 0.241
H -3.560 -0.336 1.359
H -3.776 -0.482 -1.597
H -3.163 -1.690 -0.465
H -2.329 -0.205 -3.148
H 0.364 -0.200 -2.070
H -2.597 1.972 -1.881
H -1.760 2.077 -3.447
C -3.986 -4.110 6.067
C -2.989 -3.280 5.320
C -3.313 -2.712 4.084
C -2.403 -1.924 3.408
C -1.155 -1.696 3.982
C -0.798 -2.255 5.197
C -1.725 -3.040 5.861
S -0.055 -0.658 3.085
O -0.734 0.624 2.874
O 1.265 -0.573 3.634
N -0.032 -1.297 1.562
C 0.966 -2.146 1.152
C 1.558 -3.122 1.983
C 2.498 -3.973 1.444
C 2.831 -3.864 0.100
C 2.190 -2.886 -0.647
N 1.297 -2.040 -0.147
H -4.750 -4.514 5.406
H -4.487 -3.487 6.813
H -3.506 -4.927 6.602
H -4.291 -2.893 3.655
H -2.633 -1.482 2.448
H 0.181 -2.060 5.618
H -1.464 -3.470 6.819
H 1.219 -3.227 3.002
H 2.972 -4.719 2.068
H 3.573 -4.505 -0.352
H 2.416 -2.758 -1.701
N -0.156 -1.337 -7.933
C -0.280 -2.092 -6.833
S -0.617 -3.743 -7.010
C -0.144 -1.528 -5.525
C -0.343 -2.320 -4.344
C -0.337 -1.807 -3.113
N -0.241 -0.353 -2.891
C 0.293 0.357 -4.051
C 0.271 -0.180 -5.280
H -0.270 -1.760 -8.839
H 0.049 -0.354 -7.903
H -0.485 -3.386 -4.456
H -0.442 -2.387 -2.211
H 0.660 1.348 -3.840
H 0.650 0.434 -6.087
N 5.468 3.397 -0.085
C 5.431 2.041 -0.727
C 3.975 1.571 -0.820
N 3.290 1.573 0.465
C 3.381 2.873 1.123
C 4.819 3.373 1.269
H 4.971 4.063 -0.680
H 6.431 3.729 -0.009
H 6.015 1.367 -0.101
H 5.894 2.098 -1.711
H 3.957 0.566 -1.240
H 3.422 2.228 -1.501
H 3.650 0.842 1.071
H 2.932 2.810 2.114
H 2.793 3.594 0.544
H 5.400 2.701 1.899
H 4.853 4.372 1.700
```

Results
Net charge: +3
Orbital gap (spin up / spin down) (eV): 5.22 / 5.96
E_HOMO (spin up / spin down) (eV): -14.99 / -14.95
Energy above the lowest of the compared OMol25 structures with the same formula, charge and spin (kJ/mol): 401.8

---

6.
Here is C4H10O2 in the gas phase from the OMol25 dataset. Energies are from wB97M-V/def2-TZVPD.

XYZ file:
```
16
C4H10O2, DFT wB97M-V/def2-TZVPD
C -1.475 -0.293 -1.788
O -0.557 0.307 -0.904
C -0.696 -0.185 0.419
C 0.292 0.534 1.321
C 1.757 0.350 0.865
O 1.941 -0.740 -0.013
H -2.508 -0.184 -1.425
H -1.388 0.210 -2.753
H -1.267 -1.366 -1.919
H -0.491 -1.266 0.433
H -1.727 -0.016 0.770
H 0.059 1.604 1.330
H 0.146 0.151 2.338
H 2.109 1.276 0.391
H 2.409 0.157 1.723
H 1.394 -0.539 -0.788
```

Results
Orbital gap (eV): 11.04
E_HOMO (eV): -10.06
Energy above the lowest of the compared OMol25 structures with the same formula, charge and spin (kJ/mol): 118.5

---

7.
Here is 2 unconnected molecules or ions with the total composition C7H12O at a distorted geometry from the OMol25 dataset. Energies are from wB97M-V/def2-TZVPD.

XYZ file:
```
20
C7H12O, DFT wB97M-V/def2-TZVPD
C -0.048 -0.344 2.299
C -0.773 -0.981 1.201
C -0.807 -2.306 1.093
C -0.986 0.947 -0.233
C -1.514 -0.161 0.332
C -1.533 3.034 -1.378
C -1.724 1.686 -1.229
H 0.392 -1.107 2.963
H 0.712 0.395 1.892
H -0.622 0.263 3.086
H -1.164 -2.856 0.266
H -0.414 -3.086 1.864
H 0.142 1.267 -0.200
H -2.475 -0.320 0.145
H -1.959 3.627 -2.154
H -0.912 3.571 -0.704
H -2.495 1.086 -1.849
H 5.229 -1.114 -3.075
H 5.543 -2.260 -2.117
O 5.409 -1.342 -2.203
```

Results
Orbital gap (eV): 8.99
E_HOMO (eV): -8.39
Energy above the lowest of the compared OMol25 structures with the same formula, charge and spin (kJ/mol): 275.9